99
Properties=species:S:1:pos:R:3:lowdin_charge:R:1 method="wB97M-V/def2-TZVPD" lumo_energy_ev="-2.778 / -4.334" homo_energy_ev="-11.11 / -11.11" total_charge=+1 spin_multiplicity=2 homo_lumo_gap_ev="8.3285 / 6.7731"
Cu 0.92 -1.30 1.41 0.51
F -5.16 -2.54 4.26 0.17
C -4.01 -1.90 4.19 -0.15
C -4.00 -0.55 4.09 -0.14
F -5.13 0.15 4.26 0.14
C -2.79 0.10 3.87 -0.19
F -2.75 1.42 3.76 0.12
C -1.57 -0.60 3.76 -0.28
P -0.04 0.08 3.12 1.05
C -0.46 1.67 2.34 -0.36
C 0.06 2.88 2.80 -0.10
C -0.12 4.00 2.02 -0.05
C -0.81 3.90 0.82 -0.05
C -1.37 2.74 0.38 -0.06
C -1.24 1.59 1.14 -0.07
C 0.99 0.35 4.60 -0.34
C 2.28 -0.25 4.71 -0.09
C 2.99 -0.10 5.91 -0.07
C 2.42 0.55 6.99 -0.06
C 1.15 1.12 6.90 -0.07
C 0.45 1.08 5.71 -0.07
C -1.59 -1.98 4.01 -0.57
Br -0.03 -3.03 3.95 0.94
C -2.79 -2.61 4.22 -0.25
F -2.86 -3.92 4.37 0.11
H 0.66 2.92 3.72 0.12
H 0.33 4.93 2.32 0.11
H -0.88 4.69 0.15 0.09
H -1.96 2.73 -0.51 0.11
H -1.65 0.67 0.76 0.09
H 2.66 -0.81 3.89 0.08
H 4.00 -0.53 6.00 0.12
H 3.03 0.65 7.92 0.13
H 0.71 1.66 7.70 0.11
H -0.51 1.56 5.62 0.11
O 1.51 -2.75 0.17 -0.05
C 0.30 -3.08 -0.10 -0.61
O -0.60 -2.47 0.58 -0.06
C -0.01 -4.13 -1.09 -0.12
C -1.40 -3.87 -1.79 -0.22
Ge -1.84 -2.14 -2.62 1.03
C -0.24 -0.94 -2.60 -0.25
C -0.04 -0.01 -1.60 -0.12
C 1.01 0.90 -1.65 -0.07
C 1.92 0.81 -2.70 -0.08
C 1.69 -0.07 -3.73 -0.07
C 0.60 -0.94 -3.68 -0.10
C -2.47 -2.48 -4.38 -0.27
C -1.81 -3.31 -5.30 -0.12
C -2.25 -3.48 -6.59 -0.09
C -3.42 -2.89 -7.04 -0.07
C -4.12 -2.05 -6.17 -0.07
C -3.63 -1.87 -4.88 -0.10
C -3.11 -1.23 -1.47 -0.26
C -3.36 0.15 -1.67 -0.11
C -4.22 0.81 -0.79 -0.10
C -4.76 0.16 0.32 -0.08
C -4.51 -1.19 0.53 -0.08
C -3.74 -1.90 -0.39 -0.08
H -0.05 -5.11 -0.59 0.14
H 0.85 -4.11 -1.78 0.13
H -2.19 -4.16 -1.09 0.06
H -1.50 -4.59 -2.56 0.05
H -0.71 0.00 -0.76 0.05
H 1.17 1.63 -0.89 0.09
H 2.77 1.49 -2.75 0.08
H 2.37 -0.18 -4.57 0.11
H 0.46 -1.68 -4.48 0.10
H -0.88 -3.80 -5.08 0.09
H -1.70 -4.09 -7.29 0.10
H -3.83 -3.01 -8.01 0.09
H -5.06 -1.64 -6.51 0.11
H -4.17 -1.16 -4.25 0.09
H -2.93 0.66 -2.51 0.11
H -4.41 1.85 -0.94 0.09
H -5.43 0.78 0.93 0.11
H -5.05 -1.67 1.34 0.10
H -3.46 -2.93 -0.23 0.08
S 6.14 2.46 -0.14 1.01
C 4.72 1.42 0.20 -0.49
C 4.69 0.06 -0.21 -0.02
C 3.59 -0.70 0.18 -0.07
N 2.66 -0.24 1.04 0.01
C 2.72 1.02 1.40 -0.14
C 3.69 1.90 0.95 -0.05
C 5.46 3.33 -1.52 -0.53
C 5.15 2.66 -2.69 -0.09
C 4.49 3.37 -3.71 -0.16
N 4.22 4.65 -3.67 0.07
C 4.66 5.33 -2.61 -0.13
C 5.25 4.71 -1.51 -0.08
H 5.50 -0.36 -0.78 0.11
H 3.47 -1.71 -0.17 0.11
H 1.94 1.40 2.05 0.07
H 3.63 2.93 1.25 0.12
H 5.24 1.56 -2.73 0.11
H 4.16 2.85 -4.61 0.11
H 4.45 6.41 -2.66 0.12
H 5.51 5.31 -0.63 0.11

***

98
Properties=species:S:1:pos:R:3:lowdin_charge:R:1 method="wB97M-V/def2-TZVPD" lumo_energy_ev="-0.599 / -0.592" homo_energy_ev="-7.34 / -7.45" total_charge=0 spin_multiplicity=4 homo_lumo_gap_ev="6.7375 / 6.8603"
Cr 1.56 1.49 0.24 0.58
Cl 3.64 7.96 -0.80 0.66
C 3.63 6.23 -0.65 -0.68
C 2.46 5.62 -0.19 -0.03
C 2.42 4.24 -0.07 -0.20
N 1.34 3.46 0.42 -0.05
C 0.68 3.94 1.51 -0.52
O 0.32 5.07 1.73 0.07
C 0.58 2.90 2.60 -0.18
C 0.07 3.22 3.84 0.02
C 0.24 2.31 4.88 -0.04
C 0.89 1.12 4.63 -0.04
C 1.33 0.85 3.35 -0.13
N 1.18 1.72 2.35 0.03
C 3.55 3.47 -0.38 -0.20
C 4.70 4.08 -0.84 -0.03
C 4.73 5.47 -0.97 -0.68
Cl 6.19 6.20 -1.55 0.66
N 3.36 2.06 -0.25 -0.02
C 3.85 1.39 -1.37 -0.47
O 5.00 1.20 -1.66 0.13
C 2.74 1.07 -2.34 -0.22
C 2.99 0.81 -3.67 0.01
C 1.91 0.72 -4.54 -0.02
C 0.63 0.91 -4.04 -0.03
C 0.46 1.17 -2.69 -0.15
N 1.50 1.25 -1.87 0.04
H 1.60 6.22 0.05 0.11
H -0.39 4.19 3.97 0.13
H -0.13 2.55 5.87 0.12
H 1.06 0.40 5.41 0.12
H 1.81 -0.08 3.08 0.03
H 5.58 3.50 -1.08 0.11
H 4.01 0.68 -3.99 0.13
H 2.06 0.51 -5.59 0.12
H -0.24 0.86 -4.68 0.12
H -0.52 1.32 -2.26 -0.02
I -1.78 3.25 -0.88 1.15
C -3.70 2.84 -0.18 -0.61
C -4.41 3.96 0.13 -0.17
C -5.78 3.90 0.45 -0.07
C -6.41 2.69 0.39 -0.04
C -5.70 1.51 0.08 -0.16
C -6.42 0.30 -0.02 -0.03
C -5.78 -0.86 -0.32 -0.06
C -4.38 -0.86 -0.44 -0.09
C -3.61 0.28 -0.32 -0.28
P -1.77 -0.01 -0.05 1.04
C -1.46 -1.32 -1.28 -0.39
C -1.89 -1.14 -2.60 -0.13
C -1.57 -2.06 -3.58 -0.09
C -0.83 -3.19 -3.27 -0.07
C -0.40 -3.38 -1.96 -0.06
C -0.70 -2.45 -0.98 -0.10
C -1.94 -0.85 1.57 -0.36
C -1.82 -0.03 2.70 -0.10
C -2.06 -0.54 3.97 -0.08
C -2.39 -1.87 4.14 -0.08
C -2.52 -2.69 3.03 -0.08
C -2.30 -2.18 1.75 -0.10
C -4.29 1.54 -0.14 -0.20
H -3.93 4.93 0.09 0.08
H -6.32 4.80 0.70 0.11
H -7.48 2.61 0.58 0.11
H -7.49 0.32 0.14 0.12
H -6.32 -1.80 -0.41 0.11
H -3.89 -1.81 -0.57 0.10
H -2.49 -0.27 -2.86 0.11
H -1.92 -1.90 -4.60 0.10
H -0.59 -3.92 -4.03 0.10
H 0.20 -4.25 -1.70 0.10
H -0.34 -2.61 0.03 0.08
H -1.56 1.01 2.57 0.09
H -1.98 0.12 4.83 0.10
H -2.57 -2.27 5.13 0.10
H -2.79 -3.74 3.15 0.11
H -2.42 -2.84 0.90 0.10
C 2.66 -6.87 -0.95 -0.05
C 2.50 -5.42 -0.58 -0.28
C 2.84 -4.41 -1.47 -0.03
C 2.69 -3.06 -1.14 -0.30
C 3.02 -2.02 -2.16 -0.06
C 2.22 -2.71 0.12 -0.51
Se 2.17 -0.89 0.73 0.83
C 1.85 -3.72 1.03 -0.30
C 1.29 -3.45 2.41 -0.08
C 2.00 -5.05 0.66 -0.02
H 3.11 -6.98 -1.94 0.07
H 1.70 -7.39 -0.96 0.08
H 3.30 -7.40 -0.24 0.08
H 3.22 -4.67 -2.45 0.12
H 3.36 -2.48 -3.09 0.09
H 3.79 -1.33 -1.80 0.07
H 2.12 -1.43 -2.38 0.07
H 0.99 -2.41 2.55 0.02
H 2.02 -3.71 3.18 0.09
H 0.41 -4.07 2.58 0.08
H 1.72 -5.82 1.37 0.12

***

The E results, record by record, are as follows: -9579.62774; -7264.37704 Eh.
The energy above the lowest of the compared OMol25 structures with the same formula, charge and spin results, record by record, are as follows: 0.0000; 2.1442 eV.